Record 1
C5H13NO | ωB97M-V with the def2-TZVPD basis set

The geometry in ORCA input format:
```
! wB97M-V def2-TZVPD RIJCOSX def2/J DEFGRID3
* xyz 0 1
H 0.105 -1.110 2.223
H 1.845 -1.366 1.666
H -3.542 -0.438 -1.023
H -2.134 -0.404 -2.120
H -0.085 0.725 -1.740
C 0.934 -0.782 1.605
C 0.349 -0.043 -1.105
C -2.554 0.008 -1.187
C 2.181 1.189 0.672
N -1.677 -0.220 -0.072
C 0.898 0.425 0.932
H 3.006 0.520 0.418
H 2.061 1.919 -0.130
H 1.420 0.012 -1.266
H 0.037 1.051 1.131
O -1.686 -1.577 0.177
H -2.664 1.087 -1.299
H 2.457 1.741 1.574
H -0.998 -1.680 0.869
H 0.047 -1.059 -1.324
*
```

The value obtained for the HOMO energy (spin up / spin down) is -8.3 / -7.6 eV. The LUMO energy (spin up / spin down) is -0.12 / 0.58 eV. The energy above the lowest of the compared OMol25 structures with the same formula, charge and spin is 164.4 kcal per mole.

Mulliken atomic charge list, values in e, 8 entries:
1 H 0.471
2 H 0.231
3 H 0.284
4 H 0.335
5 H 0.258
6 C -1.043
7 C -1.233
8 C -0.807

=====

Record 2
C2H6N4O4 | ωB97M-V with the def2-TZVPD basis set

The geometry in ORCA input format:
```
! wB97M-V def2-TZVPD RIJCOSX def2/J DEFGRID3
* xyz 0 1
O -2.163 -2.616 -0.196
O -1.521 1.363 0.954
O -0.976 -1.914 1.424
C 0.868 0.727 -0.563
O -3.576 0.901 0.294
H 0.767 1.781 -0.345
N -1.039 -0.727 -0.456
C 2.372 0.344 -0.368
N 0.032 -0.146 0.059
H 2.471 -0.170 0.542
N -2.422 0.743 0.513
H 0.359 -0.264 1.034
H 2.714 -0.302 -1.197
H 0.464 0.814 -1.674
H 3.070 1.266 -0.323
N -1.420 -1.802 0.303
*
```

The value obtained for the HOMO energy (spin up / spin down) is -9.8 / -9.1 eV. The LUMO energy (spin up / spin down) is -1.51 / -1.30 eV. The energy above the lowest of the compared OMol25 structures with the same formula, charge and spin is 75.7 kcal per mole.

Mulliken atomic charge list, values in e, 8 entries:
1 O -0.609
2 O -0.415
3 O -0.630
4 C -0.403
5 O -0.480
6 H 0.279
7 N -0.686
8 C -0.988

=====

Record 3
C2H8OS | ωB97M-V with the def2-TZVPD basis set

The geometry in ORCA input format:
```
! wB97M-V def2-TZVPD RIJCOSX def2/J DEFGRID3
* xyz -1 2
H -1.746 -0.783 -1.672
S 1.028 0.188 1.321
H -1.221 0.503 0.447
H 1.700 1.636 -0.628
O -1.022 -1.155 -1.199
H -1.043 0.983 2.152
H -0.492 -1.746 -1.740
H 0.719 0.047 -0.947
C 1.409 0.617 -0.396
C -0.719 0.209 1.374
H 2.426 0.167 -0.568
H -1.038 -0.666 1.857
*
```

The value obtained for the HOMO energy (spin up / spin down) is 1.0 / -4.8 eV. The expectation value of S² is 0.751. The LUMO energy (spin up / spin down) is 3.41 / 3.33 eV. The energy above the lowest of the compared OMol25 structures with the same formula, charge and spin is 12.7 kcal per mole.

Mulliken atomic charge list, values in e, 8 entries:
1 H 0.444
2 S -0.108
3 H 0.307
4 H 0.294
5 O -0.976
6 H 0.376
7 H 0.133
8 H -0.025

=====

Record 4
C3H9N3O | ωB97M-V with the def2-TZVPD basis set

The geometry in ORCA input format:
```
! wB97M-V def2-TZVPD RIJCOSX def2/J DEFGRID3
* xyz 0 1
H -1.917 -0.251 -1.104
H 1.447 -2.400 -0.228
H 1.211 0.063 0.722
N -0.849 1.227 -0.200
N 0.522 -2.023 -0.109
N 1.026 0.953 1.145
H 0.868 -0.302 -1.351
H 0.314 -1.902 0.870
C 0.066 -0.965 -1.016
H 1.631 1.326 1.852
O -0.026 2.960 1.006
C -1.094 -0.184 -0.395
H -1.448 -0.663 0.523
C 0.060 1.795 0.663
H -0.215 -1.483 -1.921
H -1.596 1.850 -0.457
*
```

The value obtained for the HOMO energy is -9.3 eV. The SMILES is NCCNC(N)=O. The LUMO energy is 0.90 eV. The energy above the lowest of the compared OMol25 structures with the same formula, charge and spin is 6.1 kcal per mole.

Mulliken atomic charge list, values in e, 8 entries:
1 H 0.319
2 H 0.194
3 H 0.193
4 N -0.146
5 N -0.597
6 N -0.266
7 H 0.374
8 H 0.231